Entry 1:
Here is a 7-piece molecular cluster, C18H32NO21S2 overall in a non-equilibrium geometry from the Open Molecules 2025 dataset. Energies are from the ωB97M-V functional and the def2-TZVPD basis.

Each line ends with the Löwdin charge.
Atoms and positions in Å:
N 29.13200 24.07700 19.63600  -0.58
O 29.62400 22.93200 19.55400  -0.04
O 28.79600 24.54700 20.75900  -0.09
O 28.88200 24.77500 18.62400  -0.07
O 22.39100 26.70500 19.08700  -0.32
S 23.47100 27.25100 19.95600  0.63
O 23.32100 27.51500 21.33600  -0.26
O 24.58300 26.01500 19.76200  -0.28
C 24.26200 24.81200 20.46800  -0.30
C 25.45800 23.92900 20.64700  -0.06
C 24.10300 28.63900 19.21600  -0.16
H 23.54400 24.19200 19.88000  0.13
H 23.89200 25.11600 21.41100  0.09
H 25.59400 23.35400 21.59500  0.08
H 26.39100 24.55700 20.47300  0.07
H 25.66200 23.26300 19.74400  0.09
H 25.01800 29.04600 19.67300  0.07
H 23.51000 29.41900 19.61500  0.05
H 24.06100 28.68000 18.01800  0.16
O 26.30400 21.14000 23.37000  -0.25
S 27.02500 21.20100 24.59000  0.66
O 27.84300 20.12500 25.10600  -0.28
O 28.38700 22.20700 24.15400  -0.24
C 29.12800 21.88700 23.13200  -0.47
C 30.37000 22.58600 23.01400  -0.11
C 26.26000 22.03000 25.83200  -0.15
H 28.45200 21.84400 22.23500  0.14
H 29.49400 20.90600 23.19200  0.10
H 31.22400 22.54600 23.88800  0.13
H 30.26300 23.66300 23.12600  0.04
H 30.89200 22.40200 21.96900  0.12
H 25.53500 21.37100 26.18400  0.05
H 25.84200 22.91400 25.19700  0.12
H 26.81000 22.34900 26.78000  0.12
C 28.95000 28.10400 20.63900  -0.10
C 27.61400 27.51800 20.03000  -0.11
O 27.21400 28.47500 19.03000  -0.01
C 28.33700 29.35300 18.78900  -0.48
O 28.33300 30.25000 17.99600  0.15
O 29.29800 28.96000 19.61900  0.06
H 29.83500 27.27500 20.76100  0.19
H 28.74600 28.55300 21.44000  0.04
H 26.79500 27.39400 20.72700  0.11
H 27.84800 26.51300 19.66600  0.08
C 26.20500 24.14900 16.46100  -0.11
C 24.76800 23.94100 16.77500  -0.15
O 24.17600 23.80500 15.50400  0.06
C 25.14700 23.88100 14.52900  -0.55
O 24.92100 23.79900 13.29600  0.08
O 26.27100 24.14900 15.04500  0.08
H 26.71000 23.21500 16.52500  0.12
H 26.69400 25.16700 16.83500  0.19
H 24.51500 24.93300 17.33300  0.14
H 24.40700 23.15900 17.50300  0.14
C 28.22400 25.42800 25.40800  -0.12
C 27.76300 25.64400 23.97900  -0.07
O 27.03700 26.80100 24.20100  0.12
C 27.29300 27.34900 25.33400  -0.65
O 26.89300 28.44900 25.73700  0.10
O 28.05100 26.62100 26.01400  0.16
H 29.15700 25.09500 25.40400  0.10
H 27.72000 24.72800 25.87400  0.08
H 27.21600 24.75900 23.60900  0.14
H 28.51100 25.84800 23.34000  0.09
C 29.71900 21.81500 16.04600  -0.14
C 29.55700 23.12400 15.19500  -0.14
O 28.73800 22.75100 14.16800  0.07
C 28.39000 21.44500 14.28400  -0.58
O 27.53800 20.76900 13.77900  0.15
O 28.91700 20.93100 15.35400  0.09
H 29.45800 22.01100 17.08400  0.10
H 30.69700 21.59900 16.35200  0.11
H 30.56100 23.31900 14.81400  0.12
H 29.20200 23.94000 15.98800  0.16

Energy above the lowest of the compared OMol25 structures with the same formula, charge and spin (kJ/mol): 163.60
Charge: -1
Calculated total energy (eV): -85333.4060
HOMO energy (eV): -6.5
Gap between HOMO and LUMO (eV): 8.1
Lowest unoccupied orbital energy (eV): 1.543
M (g mol⁻¹): 662.57
Largest force on an atom (eV/Å): 9.404

***

Entry 2:
Here is C18H32NO2P2Pr as an isolated structure in a non-equilibrium geometry from the Open Molecules 2025 dataset. Energies are from the ωB97M-V functional and the def2-TZVPD basis.

Each line ends with the Löwdin charge.
Atoms and positions in Å:
C -0.84842 4.06470 -1.74666  -0.01
C -0.86221 2.69965 -1.43491  -0.25
N -0.04152 2.27608 -0.45587  -0.01
C 0.84149 3.04887 0.20252  -0.27
C 0.91526 4.40289 -0.13034  -0.02
C 0.05334 4.91938 -1.10122  -0.03
C -1.79991 1.69361 -2.16325  -0.25
P -2.34119 0.19600 -1.25091  0.79
Pr -0.22127 -0.05452 0.36331  0.47
P 2.24839 0.62922 1.14014  0.78
C 1.73644 2.41634 1.32364  -0.24
C 0.03822 -2.42416 0.28684  -0.37
C -1.00048 -2.88371 1.04654  -0.15
C -1.00924 -4.27614 1.22562  -0.09
C 0.00795 -5.05666 0.67022  -0.10
C 1.06199 -4.48012 -0.05566  -0.08
C 1.09278 -3.07959 -0.24892  -0.16
O -0.69283 0.32812 -4.49263  -0.10
O 0.34289 -1.81401 -3.32672  -0.21
H -1.54955 4.41623 -2.48593  0.11
H 1.63934 5.01106 0.39239  0.11
H 0.08193 5.97430 -1.35436  0.11
C -3.66578 0.56304 -0.05195  -0.24
C -2.82147 -1.19326 -2.29056  -0.23
H 2.69938 2.93890 1.42898  0.09
H 1.20230 2.51015 2.29603  0.10
H -1.32939 1.32122 -3.13066  0.07
H -2.76429 2.16891 -2.40011  0.09
C 2.52994 -0.12241 2.77756  -0.24
C 3.73402 0.49504 0.12531  -0.26
H -1.75321 -2.19583 1.47920  0.09
H -1.82030 -4.73990 1.79788  0.10
H -0.01330 -6.11206 0.80487  0.08
H 1.84928 -5.09379 -0.48070  0.09
H 1.86735 -2.51456 -0.77958  0.08
H 0.73588 -1.17562 -2.59737  -0.08
H 0.22431 -2.67027 -2.89116  0.03
H -0.35342 -0.56986 -4.26813  0.00
H 0.00964 0.77597 -4.96628  0.05
H 0.94452 -0.34044 -1.70059  -0.03
H -4.61264 0.79561 -0.55171  0.05
H -3.82916 -0.29427 0.62183  0.05
H -3.40574 1.39234 0.62139  0.05
H -3.70599 -0.95152 -2.89326  0.05
H -1.99034 -1.47697 -2.95429  0.03
H -3.02753 -2.08735 -1.68283  0.06
H 4.63295 0.92680 0.58564  0.04
H 3.91388 -0.56787 -0.09945  0.05
H 3.54041 0.96455 -0.84824  0.05
H 3.40266 0.29808 3.29234  0.05
H 1.65004 -0.01565 3.43170  0.04
H 2.67256 -1.20948 2.66961  0.06
C -1.20698 0.43323 2.50448  -0.31
H -2.23168 0.04197 2.41972  -0.03
H -1.15569 1.52757 2.56967  -0.03
H -0.56582 -0.08514 3.22859  -0.03

Calculated total energy (eV): -57411.3165
Spin multiplicity: 3
HOMO energy (spin up / spin down) (eV): -6.3 / -6.4
Gap between HOMO and LUMO (spin up / spin down) (eV): 6.5 / 6.5
Lowest unoccupied orbital energy (spin up / spin down) (eV): 0.150 / 0.152
M (g mol⁻¹): 497.32
Largest force on an atom (eV/Å): 3.843

***

Entry 3:
Here is C18H32O4S4Sb2Tc as an isolated structure from the Open Molecules 2025 dataset. Energies are from the ωB97M-V functional and the def2-TZVPD basis.

Each line ends with the Löwdin charge.
Atoms and positions in Å:
Tc 0.39349 1.10693 0.52094  0.52
C -0.43025 3.65803 -1.52157  -0.46
C 0.88639 3.26855 -2.18949  -0.44
S 1.71296 1.83256 -1.42119  0.81
C 3.24866 2.57523 -0.74063  -0.42
C 3.54334 2.18710 0.69871  -0.47
S 2.12555 2.14967 1.80725  0.90
C 1.65734 3.90030 1.97395  -0.43
C 0.83362 4.48468 0.83795  -0.41
S -0.51693 3.39921 0.25841  0.90
H -0.66023 4.70480 -1.72764  0.11
H -1.25836 3.06981 -1.91805  0.08
H 0.71606 3.00433 -3.23184  0.09
H 1.61180 4.07977 -2.18327  0.08
H 4.06124 2.25215 -1.39053  0.10
H 3.14656 3.65251 -0.84959  0.08
H 3.96479 1.18600 0.76273  0.06
H 4.28482 2.86949 1.11810  0.11
H 1.12178 3.94416 2.91791  0.08
H 2.59276 4.45154 2.08333  0.11
H 0.35330 5.40165 1.17901  0.11
H 1.45610 4.73450 -0.01862  0.07
C -3.91750 0.84507 -0.85910  -0.25
Sb -2.17089 0.02575 -0.01683  1.44
C -2.89812 -1.50877 1.23359  -0.21
C -1.90952 -1.69743 -1.99988  -0.07
C -1.76081 -2.94425 -1.36208  -0.30
C -2.92805 -3.71225 -1.09865  -0.03
C -2.86467 -4.90862 -0.43304  -0.04
C -1.62463 -5.38015 0.00515  -0.01
C -0.46261 -4.66021 -0.25802  -0.03
C -0.49531 -3.45729 -0.94199  -0.26
C 0.79173 -2.76853 -1.26712  -0.28
Sb 1.55277 -1.31306 0.11394  1.37
C 3.47229 -1.23012 -0.79050  -0.28
C 1.91622 -2.46103 1.84369  -0.25
H -4.54507 0.03420 -1.22396  0.03
H -3.70358 1.53534 -1.67094  0.02
H -4.41102 1.36277 -0.03850  0.03
H -3.85029 -1.85101 0.83378  0.04
H -3.04291 -1.07000 2.21837  0.03
H -2.19558 -2.33595 1.29171  0.03
H -1.07030 -1.19727 -2.46730  0.06
H -2.88604 -1.45663 -2.40968  0.07
H -3.88261 -3.33375 -1.44509  0.13
H -3.76187 -5.48393 -0.25154  0.12
H -1.56079 -6.32348 0.53098  0.12
H 0.49201 -5.06931 0.05177  0.13
H 0.78012 -2.27733 -2.24006  0.07
H 1.60758 -3.49258 -1.27800  0.08
H 3.83456 -2.25045 -0.91142  0.03
H 4.18352 -0.68941 -0.17046  0.01
H 3.40462 -0.75976 -1.77055  0.01
H 2.70688 -3.17485 1.62001  0.03
H 1.00707 -2.98296 2.13663  0.02
H 2.21857 -1.80010 2.65307  0.02
O -0.62186 2.42942 2.90476  -0.38
S -1.40654 1.20955 2.78327  0.34
O -2.01719 0.67915 3.94558  -0.21
O -0.40848 0.16153 2.13577  -0.64
O -2.41644 1.39470 1.63681  -0.55

Energy above the lowest of the compared OMol25 structures with the same formula, charge and spin (kJ/mol): 0.00
Charge: +2
Calculated total energy (eV): -85974.7349
Spin multiplicity: 4
HOMO energy (spin up / spin down) (eV): -13.4 / -14.7
Gap between HOMO and LUMO (spin up / spin down) (eV): 6.9 / 6.9
Lowest unoccupied orbital energy (spin up / spin down) (eV): -6.521 / -7.771
M (g mol⁻¹): 782.24
Largest force on an atom (eV/Å): 0.699